# 1
# C59H82N5O7SeY

A structure of composition C59H82N5O7SeY (wB97M-V/def2-TZVPD, the Open Molecules 2025 dataset).

```
155
Properties=species:S:1:pos:R:3:forces:R:3
Y -0.0608 -0.4461 0.2425 0.8 -0.5 -0.3
C -0.6031 -8.0834 1.5070 0.0 0.0 0.0
C 0.8728 -7.6613 1.4711 0.0 0.0 0.0
C 1.6000 -8.3013 2.6628 0.0 0.0 0.0
C 1.5026 -8.2201 0.1932 0.0 0.0 0.0
C 0.9586 -6.1378 1.5349 0.0 0.0 0.0
C 1.3094 -5.3497 0.4449 0.0 -0.1 0.0
C 1.2775 -3.9674 0.5049 0.0 0.0 0.1
C 1.5913 -3.1907 -0.7475 -0.1 0.0 -0.1
N 2.3273 -1.9159 -0.5945 -0.1 0.1 0.1
C 2.8684 -1.5462 -1.8913 0.0 -0.1 -0.1
C 3.4325 -0.1393 -1.9258 0.0 0.0 0.0
N 2.3972 0.8703 -1.7853 0.0 0.0 0.1
C 2.8094 2.0143 -0.9987 0.1 0.1 0.0
C 3.3549 1.6600 0.3940 0.0 0.0 -0.1
N 2.7353 0.5048 1.0502 0.0 0.0 0.0
C 3.6508 -0.6321 1.1978 -0.1 0.1 0.1
C 3.3431 -1.9590 0.4481 0.1 0.0 -0.1
C 2.0444 0.8295 2.3215 0.0 0.0 0.2
C 1.3936 2.1899 2.3628 0.0 0.1 0.0
C 1.6432 3.0244 3.4370 0.0 0.0 0.0
C 1.1505 4.3261 3.4838 0.0 0.0 0.0
C 0.4664 4.7701 2.3593 -0.1 0.0 -0.1
C 0.1890 3.9837 1.2427 0.2 0.0 0.0
C 0.5835 2.6193 1.2765 0.0 -0.2 0.1
O 0.2938 1.7634 0.3428 -0.3 -0.2 0.1
C -0.3762 4.6887 -0.0038 0.0 0.0 0.0
C -1.6532 5.4834 0.3198 0.0 0.0 0.0
C -0.7142 3.7681 -1.1807 0.0 0.0 -0.1
C 0.7002 5.6741 -0.5025 0.0 0.0 0.0
C 1.3315 5.2488 4.6876 0.0 0.0 0.0
C 1.9708 6.5783 4.2610 0.0 0.0 0.0
C 2.2262 4.6263 5.7605 0.0 0.0 0.0
C -0.0411 5.5341 5.3139 0.0 0.0 0.0
C 1.8384 1.2693 -3.0704 0.0 0.0 -0.1
C 0.3792 1.0799 -3.4553 0.0 -0.2 0.0
C -0.1435 1.9975 -4.3383 0.0 0.0 -0.1
C -1.2590 1.7148 -5.1361 0.1 0.0 0.0
C -1.7031 0.4053 -5.1125 0.0 0.0 0.0
C -1.2363 -0.5650 -4.2145 0.0 0.1 0.1
C -0.3224 -0.1475 -3.2025 -0.1 0.2 0.0
O -0.1200 -0.7872 -2.0917 -0.1 -0.2 0.3
C -1.6729 -2.0227 -4.4706 0.0 0.0 -0.1
C -1.2113 -3.0465 -3.4295 0.0 0.0 0.0
C -3.1926 -2.1882 -4.6411 -0.1 0.0 0.0
C -1.0257 -2.4284 -5.8122 0.0 0.0 0.0
C -1.8582 2.7968 -6.0294 0.0 0.0 0.0
C -0.8559 3.1922 -7.1242 0.0 0.0 0.0
C -3.1512 2.3375 -6.7073 0.0 0.0 0.0
C -2.1888 4.0348 -5.1839 0.0 0.0 0.0
C 0.8887 -3.2890 1.6892 -0.1 0.0 -0.1
O 0.8372 -1.9927 1.6802 0.0 0.3 -0.1
C 0.6223 -4.0779 2.8423 0.1 0.0 0.0
C 0.6296 -5.4620 2.7063 -0.1 0.1 0.0
C 0.2914 -3.4996 4.2285 0.0 0.0 0.0
C 1.1373 -4.2184 5.2996 0.0 0.0 0.0
C -1.1950 -3.7346 4.5355 0.0 0.0 0.0
C 0.5885 -2.0039 4.3878 0.0 0.1 0.0
H -0.6987 -9.1749 1.4701 0.0 0.0 0.0
H -1.1436 -7.6560 0.6605 0.0 0.0 0.0
H -1.0852 -7.7245 2.4183 0.0 0.0 0.0
H 1.5650 -9.3932 2.5878 0.0 0.0 0.0
H 1.1444 -8.0201 3.6131 0.0 0.0 0.0
H 2.6461 -7.9877 2.6892 0.0 0.0 0.0
H 1.4721 -9.3134 0.2150 0.0 0.0 0.0
H 2.5445 -7.9074 0.0921 0.0 0.0 0.0
H 0.9630 -7.8922 -0.6974 0.0 0.0 0.0
H 1.6086 -5.8081 -0.4922 0.0 0.0 0.0
H 0.6675 -2.9416 -1.2782 -0.1 0.0 0.0
H 2.1413 -3.8703 -1.4221 0.1 0.0 0.0
H 2.0624 -1.6299 -2.6239 0.0 0.0 0.0
H 3.6637 -2.2594 -2.1852 0.0 0.0 0.0
H 3.9956 -0.0067 -2.8660 0.0 0.0 0.0
H 4.1707 -0.0276 -1.1351 0.0 0.0 0.0
H 1.9447 2.6656 -0.8989 0.1 0.0 0.0
H 3.6001 2.5983 -1.5179 0.0 0.0 0.0
H 3.2384 2.5518 1.0122 0.0 0.0 0.0
H 4.4352 1.4966 0.3233 0.0 0.0 0.0
H 3.7329 -0.8881 2.2602 -0.1 0.0 0.0
H 4.6490 -0.2978 0.9011 0.1 0.0 0.0
H 3.0252 -2.6818 1.1855 0.0 -0.1 0.0
H 4.2957 -2.3438 0.0382 0.0 0.1 -0.1
H 2.7636 0.7919 3.1572 0.0 0.0 0.0
H 1.3341 0.0236 2.5335 0.0 0.1 0.0
H 2.2537 2.6346 4.2440 0.0 0.0 0.0
H 0.1404 5.8034 2.3367 0.0 0.1 0.0
H -2.4723 4.8097 0.5735 0.0 0.0 0.0
H -1.9544 6.0622 -0.5593 0.0 0.0 0.0
H -1.5214 6.1836 1.1452 0.0 0.0 0.0
H -1.1465 4.3809 -1.9797 0.0 0.0 0.0
H 0.1643 3.2633 -1.5815 -0.1 0.1 0.0
H -1.4241 2.9891 -0.9151 0.0 0.0 0.0
H 0.9209 6.4402 0.2448 0.0 0.0 0.0
H 0.3627 6.1705 -1.4185 0.0 0.0 0.0
H 1.6301 5.1437 -0.7223 0.0 0.0 0.0
H 2.9427 6.4052 3.7934 0.0 0.0 0.0
H 2.1157 7.2304 5.1288 0.0 0.0 0.0
H 1.3470 7.1137 3.5438 0.0 0.0 0.0
H 3.2164 4.3858 5.3665 0.0 0.0 0.0
H 1.7911 3.7091 6.1622 0.0 0.0 0.0
H 2.3520 5.3289 6.5891 0.0 0.0 0.0
H -0.7032 6.0164 4.5919 0.0 0.0 0.0
H 0.0568 6.1918 6.1849 0.0 0.0 0.0
H -0.5193 4.6050 5.6297 0.0 0.0 0.0
H 2.3793 0.7060 -3.8423 0.0 0.0 0.0
H 2.0927 2.3217 -3.2702 0.0 0.0 0.1
H 0.3732 2.9500 -4.4404 0.0 0.0 0.0
H -2.4737 0.1079 -5.8125 0.0 0.0 0.0
H -1.5912 -2.8580 -2.4262 0.0 0.1 0.0
H -0.1245 -3.0700 -3.3646 0.1 0.0 0.0
H -1.5526 -4.0373 -3.7493 0.0 0.0 0.0
H -3.7331 -2.0625 -3.7040 0.0 0.0 0.0
H -3.4048 -3.2037 -4.9893 0.0 0.0 0.0
H -3.6146 -1.4978 -5.3731 0.0 0.0 0.0
H 0.0591 -2.3103 -5.7610 0.0 0.0 0.0
H -1.3917 -1.8058 -6.6324 0.0 0.0 0.0
H -1.2503 -3.4751 -6.0428 0.0 0.0 0.0
H -0.6198 2.3304 -7.7527 0.0 0.0 0.0
H 0.0776 3.5524 -6.6874 0.0 0.0 0.0
H -1.2628 3.9859 -7.7606 0.0 0.0 0.0
H -2.9704 1.5282 -7.4186 0.0 0.0 0.0
H -3.5937 3.1712 -7.2604 0.0 0.0 0.0
H -3.8810 1.9885 -5.9741 0.0 0.0 0.0
H -1.2988 4.4425 -4.7022 0.0 0.0 0.0
H -2.8996 3.7812 -4.3946 0.0 0.0 0.0
H -2.6273 4.8202 -5.8089 0.0 0.0 0.0
H 0.3453 -6.0484 3.5725 0.0 0.0 0.0
H 0.9231 -5.2862 5.3668 0.0 0.0 0.0
H 0.9308 -3.7796 6.2804 0.0 0.0 0.0
H 2.2048 -4.1026 5.0925 0.0 0.0 0.0
H -1.4275 -4.8036 4.5402 0.0 0.0 0.0
H -1.8388 -3.2416 3.8074 0.0 0.0 0.0
H -1.4456 -3.3245 5.5195 0.0 0.0 0.0
H 1.6257 -1.7788 4.1247 0.0 0.0 0.0
H 0.4350 -1.7387 5.4394 0.0 0.0 0.0
H -0.0561 -1.3759 3.7783 0.0 0.0 0.1
O -3.7519 -2.3295 1.0429 0.1 -0.1 -0.1
C -2.6081 -1.9061 1.1416 -0.3 0.4 0.6
O -1.6403 -2.0882 0.3238 0.2 0.1 -0.5
C -2.2502 -0.9448 2.3570 -0.2 -0.2 0.1
O -2.9117 -0.9860 3.3839 0.0 0.0 -0.1
O -1.2524 -0.1582 2.1365 0.0 0.0 -0.2
Se -3.2351 -0.2852 -1.7063 -0.1 0.4 0.2
N -2.3731 0.6177 -0.4497 0.0 -0.4 -0.2
C -3.2727 1.3186 0.2188 0.0 0.2 0.2
C -2.9871 2.1065 1.3803 0.0 0.0 -0.1
C -4.0098 2.7619 1.9776 -0.1 0.0 0.0
C -5.3521 2.6947 1.4720 0.0 0.0 0.0
C -5.6633 1.9525 0.3827 0.0 0.0 -0.1
C -4.6218 1.2223 -0.2698 0.0 -0.1 -0.1
N -4.7987 0.4242 -1.3147 -0.1 0.0 0.0
H -1.9779 2.1149 1.7661 0.0 0.0 0.0
H -3.8205 3.3440 2.8717 0.0 0.0 0.0
H -6.1305 3.2399 1.9930 0.0 0.0 0.0
H -6.6724 1.8730 -0.0005 0.0 0.0 0.0
```
Positions in Å, forces in eV/Å.

Calculated values
Multiplicity: 1
Kohn-Sham gap (eV): 6.3
Net charge: -2
HOMO (Ha): -0.0897

# 2
# C5F15InO15S5

A structure of composition C5F15InO15S5 (wB97M-V/def2-TZVPD, the Open Molecules 2025 dataset).

```
41
Properties=species:S:1:pos:R:3:forces:R:3
In -1.9686 -0.0584 -1.2237 0.5 -0.1 0.6
C -0.5402 2.4399 3.6007 1.0 -0.1 -4.0
F -1.8009 2.5492 3.3298 -2.0 0.2 -0.5
F -0.0413 3.7179 3.4689 0.2 -1.6 1.0
F -0.4333 1.8621 4.7296 0.9 0.2 3.1
S 0.2606 1.1295 2.3700 0.4 0.5 -2.8
O -0.7198 0.9371 1.2382 1.5 1.0 2.0
O 1.5708 1.6989 1.9346 -2.3 -0.5 0.7
O 0.4021 -0.0849 3.1332 -0.2 0.6 0.4
C 2.2656 -3.1355 -0.3281 -2.5 0.8 1.7
F 1.2307 -3.8421 -0.8504 1.0 -0.1 0.1
F 2.9811 -3.8548 0.5212 0.2 -1.2 0.2
F 3.0462 -2.7024 -1.2376 1.2 0.5 -2.1
S 1.5436 -1.7507 0.6857 0.0 0.0 0.1
O 1.2041 -2.4102 1.9291 -0.1 0.3 -0.5
O 2.6561 -0.8217 0.8161 -0.5 -0.1 -0.2
O 0.3959 -1.2308 -0.0670 0.7 -0.3 0.4
C -0.3435 5.0893 -0.3271 0.5 -1.9 -2.1
F -1.5546 4.8377 0.1491 -0.6 0.3 -0.3
F -0.3335 6.1776 -1.1266 -0.5 -0.3 0.3
F 0.4304 5.3278 0.6799 1.1 0.4 1.3
S 0.3533 3.5119 -1.3644 0.9 -1.5 -0.6
O -0.7246 2.4782 -1.3929 0.6 1.9 0.4
O 0.6843 4.0523 -2.6989 -0.7 -0.3 2.2
O 1.5183 2.9986 -0.5873 -1.7 1.4 -0.9
C -4.2839 -3.8275 1.5161 1.6 2.5 0.0
F -3.9841 -5.0810 1.2665 0.1 -0.5 0.4
F -5.2259 -3.4600 0.6425 -0.7 -0.2 0.6
F -4.6719 -3.6677 2.8258 -0.1 -0.5 -1.7
S -2.8043 -2.5696 1.2125 4.1 2.6 0.0
O -3.2532 -1.1691 1.2808 -1.8 -0.9 0.4
O -1.8157 -2.8093 2.2754 -1.9 -1.2 -0.9
O -2.2351 -2.7015 -0.1607 -1.3 -1.6 0.9
C 2.1248 -1.1924 -4.1684 1.1 1.0 4.0
F 3.4157 -1.5016 -4.2237 1.2 0.1 0.3
F 1.7531 -1.0047 -5.3540 -1.7 1.2 -3.6
F 1.5115 -2.2588 -3.6976 -0.9 -0.8 0.7
S 1.8951 0.3608 -2.9002 -0.3 0.9 0.7
O 2.0477 1.5912 -3.6890 -0.1 -2.1 0.4
O 0.5132 0.2253 -2.3312 1.7 -0.6 -1.1
O 2.9301 0.1494 -1.8767 -1.0 -0.2 -1.4
```
Positions in Å, forces in eV/Å.

Calculated values
Multiplicity: 1
Kohn-Sham gap (eV): 3.4
Net charge: -2
HOMO (Ha): -0.1567

# 3
# C5GaO5

A structure of composition C5GaO5 (wB97M-V/def2-TZVPD, the Open Molecules 2025 dataset).

```
11
Properties=species:S:1:pos:R:3:forces:R:3
O 1.7273 2.5054 -0.7781 -1.3 -1.7 0.3
C 1.1182 1.6465 -0.3794 1.1 1.5 0.7
Ga 0.4884 0.2471 1.7430 0.3 -1.1 -3.1
O -1.0319 -0.4129 -4.1404 1.3 -0.2 3.0
C -0.5873 -0.4632 -3.0885 -1.3 0.2 -2.8
C -1.0917 1.2812 1.9606 -8.7 6.0 1.1
O -2.0764 1.9300 1.9914 7.1 -4.7 -0.3
C -1.2602 -1.6153 0.6095 -1.2 -2.3 0.6
O -1.9033 -2.5493 0.5333 1.9 2.9 -0.1
O 2.7201 -1.6440 0.5702 -5.2 4.6 2.4
C 1.8965 -0.9254 0.9784 6.0 -5.2 -1.8
```
Positions in Å, forces in eV/Å.

Calculated values
Multiplicity: 1
Kohn-Sham gap (eV): 3.7
Net charge: +3
HOMO (Ha): -0.8207